Entry 1:
{
  "formula": "C18H26Br33F2N3O2",
  "method": "ωB97M-V with the def2-TZVPD basis set",
  "energy_ha": -86158.27454,
  "species": ["C", "C", "F", "C", "C", "F", "O", "C", "O", "C", "C", "N", "N", "N", "H", "H", "H", "H", "H", "H", "H", "H", "H", "H", "H", "H", "H", "H", "H", "C", "Br", "Br", "Br", "H", "C", "Br", "Br", "Br", "H", "C", "Br", "Br", "Br", "H", "C", "Br", "Br", "Br", "H", "C", "Br", "Br", "Br", "H", "C", "Br", "Br", "Br", "H", "C", "Br", "Br", "Br", "H", "C", "Br", "Br", "Br", "H", "C", "Br", "Br", "Br", "H", "C", "Br", "Br", "Br", "H", "C", "Br", "Br", "Br", "H"],
  "positions_angstrom": [[2.271756, 4.976310, -1.108324], [2.549361, 4.099489, -2.390769], [3.692738, 4.695622, -3.041325], [2.952055, 2.603036, -2.108993], [1.982504, 1.797698, -1.166238], [2.524515, 1.848746, 0.145261], [0.653080, 2.315202, -1.056650], [-0.130943, 1.964923, -2.154284], [0.293051, 1.516339, -3.228635], [-1.690982, 2.207637, -1.971024], [-1.963630, 3.659604, -1.336431], [-1.805432, 3.650523, 0.143596], [-0.997909, 4.617996, -1.942180], [-3.339233, 4.070461, -1.699597], [3.146890, 5.642735, -0.884157], [1.376358, 5.632030, -1.339991], [1.993626, 4.341946, -0.213441], [1.727030, 4.139198, -3.164908], [2.939010, 2.063986, -3.104512], [4.000492, 2.521558, -1.702872], [1.960323, 0.721533, -1.506537], [-2.079000, 1.427143, -1.248553], [-2.209044, 2.170941, -2.970606], [-0.839118, 3.960840, 0.318143], [-1.880431, 2.687568, 0.488568], [-1.201045, 4.775061, -2.930152], [-0.953185, 5.488835, -1.409113], [-3.561829, 4.997515, -1.318297], [-3.398490, 4.124922, -2.724098], [2.759485, -0.497198, -4.769539], [4.176518, 0.528326, -5.607438], [1.848822, -1.632641, -6.047395], [3.399170, -1.498315, -3.239339], [2.025615, 0.213894, -4.395612], [6.162309, -2.807119, -0.100349], [7.276311, -3.153314, 1.444640], [5.358368, -4.430043, -0.786761], [4.833660, -1.444862, 0.260075], [6.811603, -2.420565, -0.879640], [10.343077, -4.356184, -1.763949], [9.226029, -2.819876, -2.142780], [11.420141, -4.088131, -0.177320], [9.305689, -5.987002, -1.661796], [11.028055, -4.465412, -2.600389], [-7.664139, 4.185808, -1.087187], [-6.761356, 2.708083, -1.948664], [-6.431853, 5.572281, -0.529236], [-9.081955, 4.888754, -2.201118], [-8.128850, 3.796850, -0.185373], [-5.017268, 6.178078, -5.260061], [-3.882863, 7.725474, -4.993185], [-4.040760, 4.527527, -4.962074], [-6.647596, 6.287803, -4.214773], [-5.318546, 6.180874, -6.303707], [-5.833951, 0.019206, 1.410287], [-4.332103, 1.184000, 1.044848], [-5.648254, -0.876124, 3.117099], [-7.511102, 0.970619, 1.260274], [-5.835098, -0.750305, 0.643494], [-3.934665, -2.735950, 6.090595], [-5.472993, -1.687813, 6.632044], [-2.303733, -2.079843, 6.906458], [-4.189013, -4.626881, 6.418882], [-3.826510, -2.610878, 5.016039], [9.973278, -8.147583, -5.396253], [10.844904, -9.620219, -6.302722], [11.242911, -6.793209, -4.844395], [8.539318, -7.395500, -6.458205], [9.524020, -8.549764, -4.492531], [0.130904, -1.272527, 4.072335], [1.042868, -2.709369, 3.147086], [1.354807, 0.125880, 4.617168], [-1.348668, -0.574528, 3.033928], [-0.292785, -1.696456, 4.978228], [-8.454585, -6.049385, 5.792125], [-7.489523, -7.290703, 4.659677], [-8.975111, -6.864011, 7.470608], [-7.459200, -4.410679, 6.068309], [-9.369021, -5.785202, 5.268837], [-0.367240, -4.263033, 10.167344], [0.960999, -3.136178, 9.318889], [-1.186690, -5.479148, 8.903190], [0.356572, -5.198606, 11.701014], [-1.152488, -3.608331, 10.534452]],
  "forces_ev_per_angstrom": [[-0.9, 0.0, -0.4], [0.7, 0.1, 0.4], [-0.9, -0.6, 0.4], [-0.5, -0.1, -0.6], [1.7, 0.0, 0.0], [-1.0, -0.1, -1.3], [-0.4, -1.3, -1.7], [-0.8, -0.1, -1.7], [-0.3, 0.9, 2.9], [0.8, 1.0, 0.8], [-0.3, 0.2, -0.6], [0.6, 0.3, -1.2], [0.5, -0.8, 0.7], [0.3, -0.8, 0.2], [-0.7, -0.9, -0.2], [1.1, -0.7, 0.4], [0.5, 0.8, -1.0], [0.8, 0.0, 1.1], [0.1, 0.6, 1.1], [-1.2, 0.2, -0.3], [-0.1, 1.1, 0.6], [0.2, 0.8, -1.0], [0.8, -0.4, 1.0], [-0.6, -0.4, 0.1], [0.1, 0.6, -0.1], [-0.1, 0.2, 0.6], [-0.3, -0.3, -0.4], [0.3, -0.6, -0.1], [-0.1, 0.1, 0.9], [-0.1, 0.1, 0.0], [-0.2, -0.2, 0.2], [0.2, 0.2, 0.2], [-0.1, 0.2, -0.2], [0.1, -0.1, -0.1], [0.0, 0.0, 0.0], [-0.2, 0.0, -0.3], [0.1, 0.3, 0.1], [0.2, -0.2, 0.0], [-0.1, -0.1, 0.2], [0.0, -0.1, 0.0], [0.2, -0.2, 0.0], [-0.2, 0.0, -0.3], [0.1, 0.3, 0.1], [-0.2, 0.0, 0.1], [0.1, -0.1, 0.0], [-0.1, 0.3, 0.0], [-0.2, -0.2, 0.0], [0.0, -0.1, 0.2], [0.1, 0.1, -0.2], [-0.2, 0.2, -0.1], [-0.2, -0.3, 0.0], [-0.3, 0.3, -0.5], [0.5, -0.1, -0.3], [0.1, 0.0, 0.2], [0.1, -0.1, -0.1], [-0.3, 0.0, 0.1], [-0.1, 0.2, -0.2], [0.2, -0.2, 0.2], [0.0, 0.2, 0.1], [0.1, -0.2, -0.1], [0.3, -0.1, 0.0], [-0.3, -0.1, 0.0], [0.6, 0.4, 0.0], [0.0, 0.0, 0.2], [-0.1, 0.0, 0.0], [-0.1, 0.3, 0.1], [-0.1, -0.2, -0.2], [0.3, -0.1, 0.2], [0.1, 0.1, -0.2], [0.1, -0.1, 0.0], [-0.1, 0.3, 0.1], [-0.2, -0.2, -0.1], [0.2, -0.1, 0.1], [0.1, 0.1, -0.2], [-0.1, 0.1, 0.0], [-0.1, 0.2, 0.2], [0.1, 0.1, -0.3], [-0.8, -0.3, -0.1], [0.2, -0.1, 0.1], [-0.1, 0.0, 0.0], [-0.2, -0.2, 0.1], [0.2, 0.2, 0.2], [-0.1, 0.1, -0.3], [0.2, -0.1, -0.1]],
  "mulliken_charge": [-0.827, 0.529, -0.394, -0.371, 0.440, -0.351, -0.215, 0.573, -0.642, -0.544, -0.083, -0.519, -0.279, 0.127, 0.436, 0.048, 0.153, 0.134, -0.282, 0.482, 0.207, 0.168, 0.228, 0.363, 0.116, 0.213, 0.254, 0.218, -0.226, 0.433, -0.026, -0.048, 0.056, -0.373, -0.048, -0.036, -0.007, 0.018, 0.030, -0.238, 0.021, -0.002, 0.027, 0.227, -0.287, -0.007, -0.019, -0.053, 0.294, -0.379, -0.017, -0.029, 0.057, 0.362, -0.446, 0.131, 0.033, -0.027, 0.434, -0.161, -0.113, -0.050, 0.040, 0.223, -0.301, -0.020, 0.004, 0.005, 0.310, 0.087, 0.001, -0.006, 0.073, -0.140, -0.346, -0.028, -0.026, 0.093, 0.334, -0.316, -0.017, 0.011, -0.045, 0.347]
}



Entry 2:
{
  "formula": "C18H26F12GaNO12P",
  "method": "ωB97M-V with the def2-TZVPD basis set",
  "total_charge": -1,
  "energy_ha": -5123.87370,
  "species": ["O", "C", "N", "Ga", "C", "P", "O", "O", "O", "H", "H", "H", "H", "H", "H", "C", "C", "O", "C", "O", "C", "F", "F", "F", "H", "H", "H", "H", "H", "C", "C", "O", "C", "O", "C", "F", "F", "F", "H", "H", "H", "H", "H", "C", "C", "O", "C", "O", "C", "F", "F", "F", "H", "H", "H", "H", "H", "C", "C", "O", "C", "O", "C", "F", "F", "F", "H", "H", "H", "H", "H"],
  "positions_angstrom": [[2.368093, -3.227529, -1.573916], [2.175140, -3.372897, -0.387712], [1.726707, -3.340949, 0.761552], [3.302497, -3.234401, 1.970178], [3.467431, -1.269062, 2.567128], [5.028001, -0.845948, 3.456474], [4.835773, 0.551231, 4.037024], [6.397082, -0.740814, 2.463612], [5.341122, -1.848914, 4.784242], [2.949212, -4.245157, 3.184396], [4.585377, -3.812540, 1.201211], [2.628447, -1.090095, 3.310789], [3.248501, -0.591361, 1.694974], [6.338755, -1.509671, 1.856167], [6.299792, -1.719087, 4.942338], [7.841906, 3.243710, 1.059931], [8.924421, 3.301280, 0.000926], [9.338751, 1.980261, -0.383559], [8.540446, 1.344425, -1.253552], [7.530313, 1.800463, -1.711281], [9.123567, -0.023620, -1.608038], [9.535747, -0.700906, -0.520240], [10.194823, 0.091304, -2.421869], [8.240461, -0.807944, -2.238770], [8.172139, 2.648627, 1.913778], [7.585470, 4.246848, 1.403936], [6.937835, 2.769675, 0.674763], [9.806913, 3.799806, 0.405956], [8.604733, 3.874012, -0.873215], [-4.199893, -1.585129, -0.163155], [-3.057198, -0.906477, -0.891889], [-2.254733, -0.139275, 0.021559], [-1.364466, -0.842595, 0.749132], [-1.219990, -2.027388, 0.677163], [-0.549395, 0.096521, 1.642855], [-1.327096, 0.994593, 2.285662], [0.349054, 0.808275, 0.931762], [0.141462, -0.549031, 2.589012], [-4.788852, -0.851411, 0.392477], [-4.852387, -2.104191, -0.866517], [-3.829408, -2.311075, 0.563098], [-3.456729, -0.204910, -1.626329], [-2.440996, -1.625571, -1.436866], [0.046246, 2.442384, -2.134200], [-1.013692, 3.520735, -2.207616], [-1.440201, 3.728691, -3.565409], [-2.321866, 2.840395, -4.038034], [-2.755062, 1.912059, -3.412843], [-2.726729, 3.199719, -5.467832], [-1.665571, 3.503736, -6.238920], [-3.545305, 4.271484, -5.496019], [-3.375833, 2.200394, -6.082723], [0.880610, 2.679059, -2.798306], [0.421401, 2.340546, -1.115647], [-0.349874, 1.476695, -2.453319], [-0.598133, 4.468421, -1.861362], [-1.868194, 3.291085, -1.566543], [-10.806680, -1.914566, -0.170523], [-10.080597, -0.964300, 0.760596], [-9.292097, -1.687194, 1.718772], [-8.108529, -2.143171, 1.280475], [-7.689421, -1.989556, 0.167535], [-7.357558, -2.847954, 2.410203], [-8.147256, -3.698979, 3.094303], [-6.871446, -1.965895, 3.304696], [-6.316859, -3.562001, 1.963165], [-11.402377, -2.629594, 0.401360], [-11.463776, -1.364884, -0.845987], [-10.102683, -2.494156, -0.770216], [-10.807101, -0.382375, 1.330035], [-9.460252, -0.253857, 0.209170]],
  "forces_ev_per_angstrom": [[0.3, -0.8, 1.9], [-2.2, 1.4, 0.0], [1.9, -0.4, -2.5], [0.0, -0.6, 0.9], [0.0, -0.8, 0.3], [-1.4, 4.5, 1.5], [0.9, -2.1, -0.9], [-2.0, -1.8, 0.8], [0.6, 0.4, -2.5], [0.0, 0.3, -0.1], [0.2, 0.3, -0.1], [1.3, -0.1, -0.6], [0.8, -0.4, 1.0], [0.3, 0.4, 0.1], [-0.6, -0.2, 0.1], [-0.2, -0.3, 0.0], [-0.3, 0.7, 0.4], [0.1, -0.6, -0.5], [-0.3, 1.4, 0.5], [0.4, -0.6, -0.1], [0.4, -1.6, -0.2], [-0.2, 0.5, -0.1], [-0.2, 0.4, 0.2], [0.1, 0.6, 0.2], [0.0, 0.1, 0.0], [0.1, 0.0, 0.0], [0.0, 0.1, 0.0], [0.1, -0.3, -0.1], [0.0, -0.3, 0.0], [0.1, -0.1, 0.3], [-0.5, -0.3, -0.4], [0.6, 0.3, 0.3], [-0.8, -0.8, -1.0], [0.2, 0.6, 0.5], [1.0, 0.7, 1.2], [-0.2, -0.3, -0.4], [-0.4, -0.3, -0.2], [-0.5, -0.2, -0.6], [0.0, 0.0, -0.2], [0.0, 0.1, 0.0], [0.0, 0.0, -0.1], [0.2, 0.2, 0.2], [0.1, 0.0, 0.3], [0.0, -0.2, -0.3], [0.4, -0.2, 0.8], [-0.6, 0.0, -0.7], [0.6, 0.0, 1.5], [-0.2, 0.2, -0.7], [-0.3, 0.2, -1.5], [-0.1, -0.1, 0.5], [0.2, -0.2, 0.4], [0.2, 0.1, 0.6], [0.0, 0.1, 0.1], [0.0, 0.0, 0.0], [0.0, 0.0, 0.1], [-0.1, 0.1, -0.3], [0.0, -0.1, -0.3], [0.2, -0.3, 0.0], [-0.5, 0.3, -0.5], [0.6, -0.3, 0.3], [-0.9, 0.8, -0.8], [0.2, -0.3, 0.6], [0.9, -0.9, 1.2], [-0.1, 0.3, -0.4], [-0.3, 0.1, -0.4], [-0.5, 0.4, -0.3], [-0.1, 0.1, 0.0], [0.0, 0.0, 0.1], [0.0, 0.1, 0.0], [0.2, -0.2, 0.2], [0.1, -0.2, 0.1]],
  "mulliken_charge": [-0.608, 0.519, -0.316, 0.427, -0.493, 0.780, -0.713, -0.450, -0.515, -0.280, -0.307, 0.126, 0.253, 0.305, 0.307, -1.107, -0.193, -0.313, 0.376, -0.505, 0.871, -0.241, -0.264, -0.238, 0.298, 0.377, 0.321, 0.311, 0.305, -1.118, -0.241, -0.279, 0.291, -0.488, 0.907, -0.278, -0.251, -0.231, 0.281, 0.417, 0.350, 0.271, 0.342, -0.936, -0.266, -0.330, 0.378, -0.509, 0.881, -0.248, -0.260, -0.242, 0.334, 0.271, 0.273, 0.340, 0.302, -1.095, -0.215, -0.328, 0.356, -0.486, 0.908, -0.257, -0.259, -0.233, 0.303, 0.363, 0.315, 0.320, 0.312]
}



Entry 3:
{
  "formula": "C18H26FN5O3",
  "method": "ωB97M-V with the def2-TZVPD basis set",
  "relative_energy_kj_mol": 0.0,
  "energy_ha": -1300.76238,
  "smiles": "CCC(=O)N1CCN(c2cc(N3CCN(C)CC3)c(F)cc2[N+](=O)[O-])CC1",
  "species": ["C", "C", "C", "O", "N", "C", "C", "N", "C", "C", "C", "N", "C", "C", "N", "C", "C", "C", "C", "F", "C", "C", "N", "O", "O", "C", "C", "H", "H", "H", "H", "H", "H", "H", "H", "H", "H", "H", "H", "H", "H", "H", "H", "H", "H", "H", "H", "H", "H", "H", "H", "H", "H"],
  "positions_angstrom": [[-6.020201, -4.052297, -0.155678], [-4.722401, -3.288936, 0.078478], [-4.564284, -2.174765, -0.945404], [-5.375695, -1.980428, -1.826643], [-3.468499, -1.378564, -0.812141], [-2.375623, -1.531941, 0.115433], [-1.094289, -1.829163, -0.682091], [-0.826722, -0.805246, -1.659071], [0.151352, 0.134974, -1.497050], [0.569502, 0.531369, -0.226214], [1.507078, 1.541630, 0.021765], [1.825967, 1.870561, 1.306389], [2.461805, 3.108288, 1.700188], [3.953648, 2.901182, 1.961890], [4.109696, 1.904432, 3.006727], [5.492633, 1.731770, 3.392651], [3.498512, 0.656353, 2.595621], [2.002177, 0.867525, 2.332713], [2.002300, 2.206374, -1.125162], [2.917307, 3.204209, -1.017526], [1.650155, 1.824629, -2.388436], [0.767386, 0.764665, -2.609135], [0.677890, 0.278114, -3.936171], [1.069167, 1.004252, -4.836436], [0.267372, -0.858415, -4.119223], [-1.928506, -0.626418, -2.579051], [-3.215800, -0.341529, -1.790101], [-6.028165, -4.477863, -1.155223], [-6.869958, -3.380514, -0.072152], [-6.126467, -4.852497, 0.572781], [-3.873902, -3.972559, -0.004622], [-4.723579, -2.855427, 1.081496], [-2.255627, -0.592022, 0.670381], [-2.567475, -2.333348, 0.825078], [-1.241166, -2.768812, -1.229060], [-0.237617, -1.950368, -0.019837], [0.094345, 0.077663, 0.627361], [2.300200, 3.884311, 0.957110], [1.990258, 3.424539, 2.637681], [4.397493, 3.838094, 2.303025], [4.455012, 2.598896, 1.026143], [6.123594, 1.368280, 2.566869], [5.546766, 1.017666, 4.213098], [5.885342, 2.687385, 3.735584], [3.623770, -0.074544, 3.397812], [3.968611, 0.251502, 1.678956], [1.558932, -0.080160, 2.033776], [1.523338, 1.217266, 3.252814], [2.105190, 2.308044, -3.239503], [-2.045458, -1.528398, -3.187001], [-1.745009, 0.216892, -3.241185], [-3.119338, 0.620267, -1.271578], [-4.071017, -0.306917, -2.466126]],
  "forces_ev_per_angstrom": [[0.2, 0.1, 0.0], [-0.4, -0.1, -0.2], [0.2, -0.1, 0.4], [-0.4, -0.1, -0.2], [0.2, 0.3, -0.1], [0.3, -0.3, 0.1], [-0.1, 0.0, 0.4], [-0.1, -0.2, 0.1], [0.4, 0.2, -0.4], [0.1, -0.1, -0.1], [-0.2, 0.0, -0.5], [0.0, 0.1, 0.1], [0.3, 0.4, -0.1], [-0.3, 0.1, 0.1], [0.0, 0.0, 0.0], [0.0, 0.0, 0.0], [-0.3, 0.0, 0.1], [0.3, -0.4, 0.1], [-0.1, -0.1, -0.1], [0.0, -0.1, 0.1], [-0.1, -0.1, 0.1], [0.1, 0.5, 1.4], [0.0, -0.4, -0.8], [0.0, 0.1, -0.2], [0.1, 0.0, -0.2], [-0.4, 0.2, 0.1], [-0.1, 0.1, -0.4], [-0.1, 0.0, 0.0], [-0.1, 0.0, 0.0], [0.0, -0.1, 0.1], [0.1, 0.1, 0.1], [0.2, 0.0, 0.0], [0.0, -0.1, 0.0], [0.0, 0.0, 0.0], [0.0, 0.0, 0.1], [0.0, 0.0, 0.0], [-0.1, 0.0, 0.1], [0.0, -0.1, 0.1], [0.0, 0.0, -0.1], [0.0, 0.0, 0.0], [0.0, 0.0, 0.0], [0.0, 0.0, 0.0], [0.1, 0.0, 0.0], [0.1, 0.0, 0.0], [0.0, 0.0, 0.0], [0.0, 0.0, 0.0], [0.0, 0.1, 0.0], [0.0, -0.1, 0.0], [0.1, 0.0, 0.0], [0.0, 0.1, 0.0], [0.0, -0.1, 0.0], [0.0, 0.0, 0.0], [0.1, 0.1, 0.1]],
  "nbo_charge": [-0.595, -0.500, 0.691, -0.627, -0.447, -0.224, -0.218, -0.422, 0.240, -0.286, 0.177, -0.417, -0.219, -0.236, -0.439, -0.405, -0.232, -0.213, 0.299, -0.333, -0.202, -0.071, 0.522, -0.405, -0.398, -0.208, -0.241, 0.220, 0.218, 0.204, 0.216, 0.217, 0.191, 0.219, 0.203, 0.213, 0.207, 0.231, 0.199, 0.207, 0.173, 0.166, 0.201, 0.203, 0.205, 0.165, 0.211, 0.202, 0.265, 0.212, 0.218, 0.188, 0.256]
}



Sequential gap between HOMO and LUMO output: 8.5 7.3 7.8 eV